# 1
C32H68AlBIO12S5 | ωB97M-V/def2-TZVPD

Each line ends with the Mulliken charge.
CARTESIAN COORDINATES (ANGSTROEM)
I (-4.199, -0.914, 2.316)  -0.340
S (-1.682, 2.342, -3.745)  1.311
H (9.426, 2.303, -0.650)  0.321
Al (-6.282, -1.622, 0.897)  -0.345
H (-1.796, -1.925, -0.293)  -0.170
H (5.599, -1.596, -4.908)  0.421
H (-6.489, 1.578, -2.605)  0.100
H (2.675, 1.800, 5.501)  0.380
H (-1.277, 2.081, -6.051)  0.388
H (-3.504, 5.080, -5.210)  0.327
O (9.363, 2.079, 3.023)  -0.702
C (-2.889, -2.770, 5.858)  -0.413
C (-1.577, 1.711, 0.675)  -1.037
H (-7.582, -1.170, 1.755)  -0.351
H (6.708, 0.988, -0.149)  0.218
C (-0.668, 0.456, 0.573)  0.513
H (-2.267, -5.091, -2.310)  0.468
H (-1.424, 0.290, -1.486)  -0.601
H (4.078, 0.258, -6.084)  0.351
H (5.507, 2.177, -5.530)  0.301
H (-4.330, -0.457, 7.952)  0.341
C (-4.759, -2.580, 7.759)  -0.731
O (6.061, -0.737, -2.379)  -0.632
O (-0.246, 2.284, -3.633)  -0.812
H (6.550, 2.422, -3.414)  0.273
H (5.004, 2.101, 4.698)  0.480
C (3.719, 3.056, 3.216)  -0.643
C (-2.183, -2.988, -2.661)  -0.392
C (-6.381, -3.615, 0.565)  -0.834
C (8.170, 3.149, 0.896)  -0.696
H (-1.373, 4.690, -3.517)  0.361
C (-3.234, 2.982, -5.764)  -0.496
C (-2.161, 1.953, -5.427)  -0.851
H (-2.037, -3.377, -3.675)  0.367
H (-2.984, -1.521, 8.371)  0.315
S (-3.903, -3.868, 6.855)  1.140
H (4.476, 3.455, 2.541)  0.219
C (-0.881, -1.683, -0.836)  0.168
C (8.354, 0.494, 1.150)  -0.901
C (-3.820, -1.381, 7.680)  -0.637
H (-5.698, -2.389, 7.240)  0.357
O (7.982, 0.196, -3.691)  -0.683
H (-4.320, -5.259, -1.493)  0.248
C (-5.214, -4.487, 1.059)  -0.968
H (-4.172, 2.710, -5.278)  0.250
H (-8.251, 1.592, -2.580)  0.260
H (-4.951, -2.923, 8.773)  0.409
H (4.052, 2.383, -4.561)  0.407
C (5.781, -0.526, -4.985)  -0.802
H (-3.006, 4.168, -3.037)  0.390
H (-4.517, -3.471, -1.579)  0.112
H (-1.789, -4.189, -0.894)  0.433
H (-2.149, 1.678, 1.603)  0.279
O (1.853, 0.065, 2.605)  -0.626
H (-3.062, -2.987, 4.805)  0.180
O (0.510, 1.694, 3.971)  -0.681
C (3.019, 1.205, 4.656)  -0.892
H (-6.589, -3.831, -0.489)  0.377
H (-1.905, 4.684, -5.826)  0.297
H (-5.073, -4.313, 2.132)  0.202
H (7.874, 2.877, -1.242)  0.164
O (-2.525, 1.612, -2.835)  -0.560
H (8.081, 0.280, -0.992)  0.242
S (8.183, 1.922, 2.211)  1.033
H (-3.016, -2.281, -2.715)  0.076
O (-3.052, -4.583, 7.780)  -0.678
H (4.678, 1.123, 3.276)  0.152
H (-3.223, -5.098, 0.653)  0.380
H (6.465, -0.319, -5.808)  0.339
H (-0.842, -1.343, -2.942)  0.374
H (-3.378, -3.354, 0.683)  -0.316
C (-2.483, -4.183, -1.739)  -0.895
H (3.167, 0.172, 4.960)  0.436
H (3.464, 3.844, 3.928)  0.291
H (-0.969, 2.620, 0.704)  0.257
C (4.510, 0.311, -5.086)  -0.575
H (2.710, 2.239, 1.457)  0.373
H (-0.020, -2.813, -2.511)  0.388
H (0.304, 0.030, -1.314)  0.379
C (-2.726, 4.318, -5.205)  -0.583
H (-7.409, 0.243, -3.368)  0.232
H (-7.272, -3.950, 1.109)  0.490
C (4.919, 1.744, -4.717)  -0.837
H (-2.273, 1.779, -0.160)  0.188
C (-7.374, 0.943, -2.533)  -0.460
C (-2.219, 4.059, -3.780)  -0.817
H (-5.492, -5.548, 0.969)  0.375
H (-4.566, -0.256, -1.723)  0.233
C (-3.881, -4.269, 0.359)  0.042
H (-4.102, -1.007, 5.569)  0.130
H (7.202, 3.647, 0.928)  0.318
C (4.238, 1.830, 3.975)  -0.383
H (-2.505, 0.922, -5.469)  0.397
H (-1.013, -0.278, 1.300)  0.435
C (-3.927, -4.291, -1.168)  -0.126
O (-7.398, 0.269, -1.277)  -0.271
C (-0.666, -0.163, -0.843)  -0.049
C (-0.913, -2.220, -2.286)  -0.988
H (-2.474, -0.651, 6.119)  0.275
H (3.764, -0.055, -4.378)  0.299
C (8.363, 2.370, -0.411)  -0.472
O (-4.841, -4.580, 6.027)  -0.642
H (1.728, 3.416, 2.363)  0.412
C (5.776, 1.660, -3.447)  -0.453
B (-6.346, -0.575, -0.963)  0.648
H (-3.415, 3.032, -6.837)  0.373
O (6.866, 1.892, 2.800)  -0.530
H (7.803, -0.338, 1.582)  0.461
H (-0.015, -2.104, -0.319)  0.251
H (-1.850, -2.969, 6.114)  0.341
C (-3.306, -1.343, 6.235)  -0.412
S (6.563, 0.042, -3.481)  1.214
H (9.415, 0.252, 1.090)  0.374
H (5.167, 1.707, -2.546)  0.351
S (1.755, 1.269, 3.386)  1.206
O (-5.361, -0.743, -1.977)  -0.634
C (7.798, 0.957, -0.192)  -0.206
H (0.333, 0.799, 0.816)  -0.476
H (8.962, 3.870, 1.085)  0.374
C (2.468, 2.624, 2.446)  -0.665

Output
Total charge ... -1
Spin multiplicity ... 1
E_HOMO ... -4.333 eV

=====

# 2
C32H68BBr2FN7O6P3 | ωB97M-V/def2-TZVPD

Each line ends with the Mulliken charge.
CARTESIAN COORDINATES (ANGSTROEM)
H (-1.020, 1.996, -3.063)  0.259
H (5.207, 3.379, 0.899)  0.337
H (4.951, -5.036, 6.195)  0.395
C (-2.640, -0.092, -4.446)  0.459
H (4.913, 1.961, 1.920)  0.138
N (7.460, -1.359, 5.139)  0.264
C (-4.377, -3.839, -3.321)  0.106
C (-4.101, -3.020, -4.408)  0.013
H (8.877, -0.592, 3.797)  0.328
H (-0.626, -0.654, -3.916)  0.428
H (-2.591, 2.216, -0.763)  0.392
C (-2.441, 2.144, -7.276)  -0.841
H (6.734, -5.069, 4.917)  0.416
H (3.722, 0.904, 0.482)  0.275
P (-3.287, 1.188, -3.216)  -0.176
C (8.460, -1.385, 6.187)  -1.217
H (-5.086, 1.325, -5.836)  -0.019
C (6.624, -4.024, 4.626)  -1.076
F (-2.941, -1.601, -1.751)  -0.342
C (-4.532, -1.568, -4.401)  0.341
C (-8.978, -0.020, -1.811)  -1.256
H (-2.045, 3.307, -3.515)  0.598
O (1.554, 3.700, 0.274)  -0.817
N (1.428, 4.359, 2.631)  0.228
P (2.388, 3.494, 1.498)  0.719
H (-4.920, -3.399, -2.490)  0.541
O (5.255, -0.423, 4.616)  -0.654
C (-3.375, -5.593, -4.242)  -0.460
C (-2.000, 2.899, -1.373)  -1.196
H (-0.519, 4.614, 1.805)  0.294
H (1.645, 1.471, 3.736)  0.144
H (3.333, 1.054, 3.404)  0.505
H (3.760, -0.286, 8.121)  0.410
N (-4.040, -5.122, -3.186)  -0.696
H (-8.714, -1.682, -5.081)  0.254
N (5.344, -1.111, 6.997)  0.062
H (0.684, 4.665, 4.562)  0.404
C (-8.777, -2.206, -3.029)  0.008
P (5.778, -1.581, 5.402)  0.585
H (0.705, 5.751, 1.222)  0.318
H (-1.685, 1.770, -7.968)  0.355
C (3.921, -0.849, 7.201)  -0.907
C (-1.699, -1.172, -2.202)  0.917
H (5.060, 5.139, 3.360)  0.413
H (-2.550, -5.393, -6.205)  0.400
O (-3.668, -0.757, -5.188)  -0.518
H (2.235, 1.386, -0.342)  0.289
H (-5.753, -1.910, -6.112)  0.133
H (-1.639, -2.041, -4.148)  0.791
H (-9.388, 0.333, -0.872)  0.427
C (4.758, -3.971, 6.080)  -1.028
H (0.241, 3.102, 3.862)  0.308
H (-4.701, -1.203, -3.386)  0.546
O (-6.842, -2.242, -4.368)  -0.054
C (4.166, 5.103, 2.736)  -1.093
H (5.888, -2.553, 8.496)  0.271
H (-7.908, 0.191, -1.846)  0.232
H (-0.092, -2.609, -2.618)  0.363
H (5.608, -0.905, 9.053)  0.389
C (-8.075, -1.577, -4.193)  -0.323
O (-2.037, 2.008, -5.912)  -0.500
C (1.045, 3.847, 3.931)  -1.154
N (6.019, -3.262, 5.749)  -0.024
H (7.774, 0.634, 4.454)  0.298
H (-6.160, 2.608, -5.324)  0.463
H (-9.483, 0.494, -2.629)  0.332
C (0.365, 5.197, 2.092)  -1.002
H (7.225, -0.511, 3.221)  0.283
C (7.845, -0.404, 4.107)  -0.972
H (3.992, -3.842, 5.310)  0.359
C (-3.440, -3.560, -5.508)  -0.384
H (-1.060, -0.836, -6.487)  0.305
H (-0.059, -1.932, -0.936)  0.309
O (-0.777, 0.063, -6.275)  -0.552
C (-0.678, -2.256, -1.770)  -1.447
C (-4.888, 1.950, -3.726)  -0.039
H (1.895, 3.421, 4.464)  0.328
H (6.012, -3.978, 3.721)  0.350
C (2.321, 1.082, 2.981)  -0.969
H (-2.344, 3.927, -1.293)  0.409
H (-7.936, -0.508, -4.020)  0.275
N (2.223, 1.800, 1.724)  0.170
H (4.370, 5.640, 1.805)  0.354
H (-5.699, 1.357, -3.299)  -0.175
H (-1.384, -0.266, -1.686)  0.170
H (5.872, 3.276, 2.537)  0.409
H (-6.170, -0.445, -5.222)  0.418
C (6.009, -1.494, 8.226)  -0.741
C (-1.631, -1.037, -3.720)  -1.977
H (7.070, -1.268, 8.209)  0.190
H (3.523, -0.244, 6.386)  0.117
C (-5.903, -1.500, -5.105)  -1.225
C (-1.998, 2.442, -2.849)  -0.316
Br (-9.089, -4.073, -3.140)  -0.131
H (-0.977, 2.849, -0.995)  0.185
H (-3.241, -2.950, -6.379)  0.434
H (8.333, -2.245, 6.843)  0.356
H (-4.929, 2.912, -3.205)  0.536
H (9.457, -1.496, 5.749)  0.394
C (-3.071, -4.895, -5.399)  -0.637
H (-3.047, -6.626, -4.173)  0.401
H (-4.468, 3.003, -5.553)  0.292
H (2.011, 0.045, 2.839)  0.393
H (3.319, -1.767, 7.258)  0.280
H (-3.370, 1.596, -7.449)  0.225
H (8.460, -0.463, 6.781)  0.317
C (5.004, 3.046, 1.921)  -1.008
C (-5.141, 2.217, -5.218)  -1.046
H (3.386, 5.633, 3.272)  0.302
H (4.352, -3.631, 7.031)  0.237
H (-1.244, -3.119, -1.411)  0.351
B (-1.787, 0.696, -5.571)  1.215
Br (-10.096, -2.331, -0.519)  -0.181
C (2.631, 0.978, 0.589)  -1.029
H (0.062, 5.934, 2.840)  0.320
H (2.236, -0.034, 0.685)  0.338
H (-2.627, 3.191, -7.505)  0.239
C (-9.177, -1.512, -1.971)  0.369
H (7.616, -3.658, 4.387)  0.299
N (3.794, 3.686, 2.494)  0.107

Output
Spin multiplicity ... 1
SMILES string ... CCP(CC)[C@@](C[C@H](C)F)(O[C@@H](COC/C(Br)=C(\C)Br)c1cccnc1)B(O)OC.CN(C)P(=O)(N(C)C)N(C)C.CN(C)P(=O)(N(C)C)N(C)C
E_HOMO ... -7.036 eV

=====

Which value of spin multiplicity does entry 2 give? 1